1.
Here is a cluster of 2 separate species, C2H4ClN3O3 in total from the OMol25 dataset. Energies are from ωB97M-V/def2-TZVPD.

```
13
Properties=species:S:1:pos:R:3:forces:R:3
O -0.907 -2.010 -1.164 -0.3 0.0 -0.1
O 0.535 -1.125 -2.558 -0.8 -0.5 0.0
C -0.080 0.126 0.943 0.7 1.7 -0.5
N -0.152 -1.152 -1.541 1.5 1.0 0.3
H 1.501 1.397 -0.305 0.6 0.7 0.2
N -0.941 -0.715 1.533 0.9 0.7 0.1
O 0.568 1.056 1.449 -1.2 -2.1 -0.7
N 1.153 0.816 -1.041 -2.8 -4.4 -1.2
H 1.478 0.482 -1.994 0.1 1.3 1.3
H -1.617 -1.114 0.946 -0.9 -1.0 -1.0
C 0.183 -0.042 -0.626 1.1 2.8 0.7
Cl -2.311 1.074 -2.201 0.8 -0.4 0.7
H -1.237 -0.567 2.480 0.3 0.3 0.2
```
Forces are in eV/Å.

## Properties
E_HOMO (spin up / spin down) ... -0.364 / -0.319 Ha
Net charge ... 0
E_tot ... -25269.4103 eV
Maximum force ... 0.1038 Eh/bohr

=====

2.
Here is a cluster of 34 separate species, H68O34 in total from the OMol25 dataset. Energies are from ωB97M-V/def2-TZVPD.

```
102
Properties=species:S:1:pos:R:3:forces:R:3
O 1.392 0.486 4.622 -0.4 -0.2 -0.3
O -2.205 -1.075 5.514 -0.3 -0.1 -0.1
O 3.054 -3.714 1.747 0.3 0.8 -1.2
H 1.969 3.091 -5.428 0.3 -0.5 0.0
O -4.800 -0.776 1.596 0.2 -0.9 -0.3
H -1.952 -1.436 0.628 -0.3 -0.2 -0.2
H 1.399 1.875 -4.728 0.0 -0.1 -0.1
H 5.151 0.412 -2.120 0.4 -0.2 -0.3
H 1.903 1.375 1.591 0.0 0.2 0.4
O 1.490 -2.942 -4.496 0.5 0.2 -0.6
O -3.111 4.601 0.499 -0.2 -0.2 -0.1
H -4.524 -3.092 3.908 0.5 0.0 0.1
H -1.746 1.901 0.637 0.2 0.0 -0.3
H -2.918 -1.596 5.089 0.6 0.3 0.0
H -4.194 2.398 1.680 0.0 0.2 0.1
H 4.565 1.318 3.020 0.2 -0.1 0.0
O 4.716 -2.619 -0.713 0.0 0.2 0.1
O 5.281 0.984 3.581 0.2 0.0 -0.1
H 6.074 0.900 3.030 -0.5 0.1 0.1
O 0.305 -3.888 1.849 -1.5 0.6 0.5
H 1.158 -4.086 1.498 1.1 -0.5 -0.6
H -5.124 0.131 1.677 -0.2 0.2 -0.4
O 2.418 1.925 2.245 -0.2 -0.4 -0.6
H 4.457 -1.683 -0.841 0.0 -0.3 -0.1
H -0.026 3.506 1.630 -0.2 -0.2 0.3
H -2.974 -0.539 -3.647 0.2 0.4 -0.3
H 3.000 -0.351 -2.956 0.5 0.2 1.0
O 3.645 2.186 -0.078 0.0 0.5 0.7
O 0.037 -1.345 3.319 -0.8 -0.9 -0.4
O -5.089 2.040 1.718 0.4 -0.9 0.1
O 0.772 0.537 0.513 -0.3 0.0 0.0
H -2.362 -4.000 -0.080 0.5 0.6 -0.1
H 5.677 -2.590 -0.686 0.0 -0.1 0.1
H -0.823 -1.248 2.838 0.7 0.2 0.1
H -2.575 5.319 0.849 0.2 -0.3 -0.1
O 0.804 3.963 1.515 0.5 0.6 -0.4
H 2.076 -0.048 5.020 0.5 -0.1 0.3
O 0.259 3.750 -1.180 1.1 -0.3 0.6
O -0.798 -3.532 -2.975 0.3 0.0 -0.3
H -3.067 1.041 3.756 0.0 -0.2 0.4
H -4.347 -1.961 2.936 0.5 0.2 0.0
H -1.795 0.796 -5.420 -0.3 -0.1 -0.3
H 1.073 -0.348 0.287 0.6 -0.5 -0.3
O 2.576 -4.378 -1.522 0.2 -0.8 -0.3
O 1.700 -1.970 -1.046 -0.4 0.7 0.6
H 1.495 -1.779 -1.962 0.0 -0.1 -0.2
H 0.939 3.954 -0.466 -1.3 -0.4 -0.5
H 3.729 3.131 -0.257 0.0 0.0 -0.4
H 3.520 -4.250 -1.319 -0.3 0.3 -0.1
H -0.040 -3.239 -3.538 -0.3 0.0 0.3
H -2.560 3.836 0.215 -0.4 0.7 0.3
H 1.493 3.420 1.945 -0.4 -0.1 0.0
O -1.246 0.111 -5.025 0.5 1.2 1.1
H 0.068 1.909 -2.229 -0.1 0.0 0.3
O -3.830 -2.495 3.580 -1.1 -0.2 -0.1
O 3.410 4.104 -2.244 0.4 -0.6 -0.1
H 2.639 0.142 -4.358 0.1 -0.2 0.0
O -3.536 1.537 -2.958 -0.5 0.1 -0.4
H 0.167 4.538 -1.705 -0.2 0.6 -0.2
H -1.324 -3.511 -1.147 -0.2 0.3 0.3
H -1.893 2.039 3.957 0.7 0.1 0.7
H -0.205 3.347 5.366 -0.2 -0.1 -0.7
H 3.426 2.162 0.880 0.2 -0.2 -0.5
H 3.447 -3.308 0.926 -0.2 -0.5 1.0
H 2.524 4.369 -2.459 -0.7 0.5 0.0
O 4.510 0.088 -1.488 -0.4 0.4 -0.1
O -5.338 -1.593 -1.175 1.2 0.6 0.1
H 4.241 0.910 -1.012 -0.1 -0.3 0.3
H -4.227 1.326 -2.316 0.2 0.0 -0.1
H -0.276 -3.628 1.111 0.2 -0.1 0.1
O -2.088 2.133 -0.237 -0.6 0.1 0.3
H -0.091 0.315 0.905 -0.3 0.1 0.1
H -0.884 0.618 -4.246 -0.3 -1.1 -0.6
O -1.702 -3.304 -0.264 -0.2 -0.6 -0.1
H 1.696 -2.943 -0.986 0.3 0.1 -0.3
O -3.257 -1.345 -3.220 -0.3 -0.9 0.6
H 0.293 -2.277 3.124 -0.2 0.5 0.0
H -5.023 -1.161 0.712 0.1 0.8 0.5
H 1.673 -3.101 -5.441 -0.3 0.1 0.7
H -1.430 2.641 -0.721 0.6 -0.1 0.1
H 0.284 1.942 5.176 0.1 -0.2 -0.6
H -2.718 1.361 -2.498 0.5 -0.1 0.5
H -2.636 -0.297 1.476 0.1 -0.5 -0.3
O -2.548 1.729 3.341 -0.6 0.0 -1.4
H 2.527 -4.567 -2.473 0.0 0.2 0.4
O -1.784 -0.655 1.166 0.2 0.5 0.6
O -0.353 1.052 -2.394 0.5 -0.2 0.0
H 3.411 3.199 -2.594 0.3 0.2 0.1
H -0.001 0.482 -1.678 -0.4 0.4 -0.3
H -0.933 -4.436 -3.275 -0.2 -0.1 0.0
O 2.192 2.170 -5.198 -0.4 0.5 0.3
H -1.399 -1.271 5.016 -0.2 -0.1 0.0
O -0.159 2.655 4.679 0.0 0.5 1.1
H -2.508 -1.956 -3.241 0.0 0.1 -0.1
H 0.797 -0.198 4.212 0.3 0.4 0.0
H -5.963 -2.267 -1.396 -0.5 -0.6 -0.3
H 2.034 1.658 3.088 0.0 -0.3 0.8
H -4.598 -1.638 -1.830 -0.5 0.1 0.3
H -5.678 2.775 1.628 -0.4 0.7 -0.1
H 1.962 -2.093 -4.294 -0.3 -0.5 0.0
H 2.489 -3.006 2.083 0.3 0.0 0.1
O 2.742 -0.655 -3.819 -0.3 0.2 -0.9
```
Forces are in eV/Å.

## Properties
E_HOMO ... -0.382 Ha
Net charge ... 0
E_tot ... -70725.2858 eV
Maximum force ... 0.0336 Eh/bohr

=====

3.
Here is a structure of composition C52H40EuN6P2S5 from the OMol25 dataset. Energies are from ωB97M-V/def2-TZVPD.

```
106
Properties=species:S:1:pos:R:3:forces:R:3
C 3.645 -1.812 3.701 -0.1 0.0 0.0
C -5.134 -0.368 -0.448 0.2 -0.1 0.1
H -0.866 0.245 -5.633 0.1 -0.1 0.1
H -7.534 1.477 -1.897 -0.1 0.0 0.0
N -0.347 -2.141 -2.420 0.2 0.1 -0.3
H 0.158 3.471 -1.195 0.1 0.1 0.1
H 4.789 -1.752 5.508 0.0 0.0 0.1
C -1.541 2.240 -5.252 -0.4 -0.1 -0.7
H -3.291 1.712 -2.390 0.0 0.1 0.0
H -0.583 4.967 4.318 0.0 0.0 0.0
H -0.345 4.288 -3.761 0.0 0.2 -0.1
C 1.411 2.275 2.399 0.1 0.0 -0.1
H -1.872 0.157 -7.896 0.0 0.0 0.0
C 1.244 -0.434 1.900 1.6 -0.2 -1.5
H -3.331 3.855 1.686 0.0 0.1 -0.1
N -1.043 2.268 -3.953 0.0 -0.4 0.5
C -0.444 -4.053 3.818 0.0 0.0 0.2
C 6.486 0.665 3.158 0.1 0.0 0.0
N -2.798 -0.365 -0.660 0.6 -0.3 -0.1
H -0.922 -3.923 4.780 0.0 0.0 0.1
H -0.172 2.768 5.353 0.0 0.0 0.0
H 1.132 -2.434 -5.439 0.1 0.0 0.0
H -1.583 -3.517 -1.535 0.0 0.0 0.0
H -3.306 4.169 -7.404 0.0 0.0 0.0
H 6.837 -0.693 1.534 0.0 -0.1 0.0
P 2.058 -1.887 1.419 -0.4 -0.6 1.2
S -4.673 -1.650 0.632 0.4 0.3 -0.3
C 0.749 -4.377 1.341 0.0 0.1 0.0
H 2.932 -1.064 4.019 -0.1 0.1 0.0
C 1.196 3.523 1.833 0.2 0.0 0.0
C 0.361 -3.055 3.305 0.0 0.0 0.0
C 0.483 4.489 2.519 -0.1 0.2 0.0
H 7.471 0.537 3.586 0.1 0.0 0.0
C -6.548 1.117 -1.646 -0.2 0.1 0.0
H -1.494 -5.145 -3.400 -0.1 0.0 0.1
C 0.212 2.978 4.362 0.0 0.1 0.2
S -1.744 -2.278 0.833 0.7 -0.3 0.3
C 4.311 1.673 3.238 -0.2 0.0 -0.1
C -0.017 4.216 3.781 0.0 0.1 0.1
N -1.400 1.135 1.353 0.2 -0.1 0.0
H 6.383 -3.478 4.756 0.1 0.0 0.0
C -2.971 -1.345 0.188 -0.5 0.0 -0.1
H -1.267 -6.007 3.505 -0.1 0.0 0.0
C -0.277 2.927 -2.012 0.0 0.3 -0.3
H -1.073 -0.307 2.774 0.1 0.1 -0.1
C 4.441 -3.301 1.993 -0.1 0.1 -0.1
S 2.464 -2.299 -0.497 -0.3 0.4 -0.2
H -2.328 4.233 -5.144 0.0 0.1 0.1
S 2.373 1.529 -0.444 -0.4 -0.3 -0.3
H 4.565 -0.414 0.586 0.0 0.0 0.0
C -0.996 -3.306 -2.423 -0.3 -0.4 0.2
C -1.418 1.085 -6.026 0.1 0.2 0.3
H -3.697 2.867 3.942 -0.1 0.1 0.1
C 5.469 -3.696 2.830 0.2 -0.1 0.0
S 1.211 -0.337 -3.515 0.7 0.2 0.2
C 0.960 -3.209 2.060 0.2 -0.1 -0.2
C -0.060 -5.373 1.856 0.0 -0.2 0.0
C 0.411 -1.844 -3.508 -0.1 0.3 0.1
H 4.352 -3.708 0.996 0.0 0.0 -0.1
C 6.127 -0.032 2.015 0.1 0.0 0.0
H -5.550 2.511 -2.926 0.0 0.1 -0.1
H -1.509 0.287 -3.298 0.0 -0.1 0.0
P 2.227 0.925 1.460 -0.4 0.5 1.2
H -1.874 2.660 0.074 0.0 0.1 0.0
N -3.680 2.092 -10.133 -0.1 0.0 -0.1
C -2.772 3.314 -7.016 0.0 -0.3 -0.3
H -7.264 -0.396 -0.299 -0.2 0.0 0.1
H 0.519 -2.137 3.855 0.0 0.1 0.0
H 6.186 -4.432 2.493 0.0 -0.1 0.0
C -6.406 0.074 -0.750 0.0 0.0 0.0
H 5.875 2.103 4.629 0.0 0.0 0.0
H 0.306 5.453 2.060 0.0 0.1 0.0
C 3.936 0.952 2.112 -0.2 -0.2 -0.1
C 3.522 -2.357 2.430 -0.1 0.1 0.0
H 1.100 1.041 4.115 -0.1 -0.1 0.0
C -5.427 1.700 -2.224 0.0 0.1 -0.1
C -2.657 2.154 -7.791 0.5 0.0 1.1
C -1.066 1.239 -3.068 -0.3 0.1 0.4
C -0.945 -4.218 -3.457 0.0 0.0 0.0
C -3.981 0.203 -1.036 -0.8 0.1 0.0
C -3.224 2.114 -9.079 -0.4 0.0 -0.9
C 0.515 -2.726 -4.603 -0.1 -0.2 0.1
C -1.969 1.043 -7.287 -0.3 0.3 -0.2
C -2.217 3.352 -5.758 0.2 -0.1 0.2
N -0.648 1.617 -1.876 -0.3 -0.3 -0.4
C -2.857 2.928 1.964 0.0 0.0 0.1
C 4.857 0.113 1.490 0.0 0.2 -0.2
C 4.682 -2.196 4.527 0.0 0.0 0.2
C -1.603 0.613 2.561 0.0 -0.4 0.3
C -0.650 -5.218 3.098 -0.1 -0.1 0.0
C -4.154 1.258 -1.931 0.1 -0.1 0.1
H -0.078 -4.617 -5.395 0.0 0.0 -0.1
C -3.059 2.379 3.219 0.0 -0.2 -0.1
H 3.602 2.346 3.702 0.0 0.0 0.1
C -0.157 -3.919 -4.572 -0.1 0.0 0.1
C 5.588 -3.152 4.098 0.1 0.0 0.1
C -2.428 1.186 3.517 -0.2 0.1 -0.2
H 1.197 -4.483 0.361 0.0 0.0 0.0
H 1.607 3.722 0.852 -0.1 0.0 -0.1
C -0.526 3.350 -3.279 0.2 0.4 0.4
Eu 0.153 -0.386 -0.478 -0.5 0.1 -0.6
C -2.032 2.268 1.069 -0.1 0.2 -0.1
H -0.230 -6.273 1.280 0.0 -0.1 0.0
H -2.564 0.708 4.476 0.1 -0.1 0.0
C 5.586 1.532 3.755 0.2 0.0 0.2
C 0.918 2.011 3.673 0.2 0.1 0.0
```
Forces are in eV/Å.

## Properties
E_HOMO (spin up / spin down) ... -0.173 / -0.173 Ha
<S²> ... 12.02
Net charge ... -1
E_tot ... -155603.7574 eV
Maximum force ... 0.0435 Eh/bohr
Multiplicity ... 7

=====

4.
Here is a cluster of 2 separate species, C3H9N4O in total from the OMol25 dataset. Energies are from ωB97M-V/def2-TZVPD.

```
17
Properties=species:S:1:pos:R:3:forces:R:3
H -1.694 -0.768 0.976 -0.7 -2.2 0.7
H -3.706 0.677 1.646 -0.8 -0.8 0.5
H 2.379 -3.038 -0.148 0.6 0.1 -0.9
H 2.511 -2.771 -1.864 0.4 -0.1 1.2
H 2.884 -1.519 -0.735 -0.2 -0.1 -0.1
C -0.471 0.880 0.212 0.7 0.2 -0.2
N 0.765 0.361 0.170 -0.9 0.9 0.8
N -0.855 1.883 -0.583 -2.1 0.4 -0.9
O 2.871 -0.008 -0.504 2.3 -1.3 -1.0
H -1.889 2.086 -0.639 1.6 -0.2 0.5
H 2.420 1.838 0.115 -0.5 -0.3 -0.1
H -0.381 2.159 -1.449 0.2 -0.2 0.9
H 3.927 -2.883 -0.912 -0.9 0.0 0.1
N 2.926 -2.598 -0.917 0.0 0.3 -0.2
N -2.854 1.063 1.314 3.4 -1.3 -1.3
C 2.084 0.806 -0.122 -4.5 0.5 1.3
C -1.907 0.246 1.041 1.3 4.3 -1.3
```
Forces are in eV/Å.

## Properties
E_HOMO ... -0.471 Ha
Net charge ... +1
E_tot ... -11256.8013 eV
Maximum force ... 0.0921 Eh/bohr

=====

What did the first record say?
Here is a cluster of 2 separate species, C2H4ClN3O3 in total from the OMol25 dataset. Energies are from ωB97M-V/def2-TZVPD.

```
13
Properties=species:S:1:pos:R:3:forces:R:3
O -0.907 -2.010 -1.164 -0.3 0.0 -0.1
O 0.535 -1.125 -2.558 -0.8 -0.5 0.0
C -0.080 0.126 0.943 0.7 1.7 -0.5
N -0.152 -1.152 -1.541 1.5 1.0 0.3
H 1.501 1.397 -0.305 0.6 0.7 0.2
N -0.941 -0.715 1.533 0.9 0.7 0.1
O 0.568 1.056 1.449 -1.2 -2.1 -0.7
N 1.153 0.816 -1.041 -2.8 -4.4 -1.2
H 1.478 0.482 -1.994 0.1 1.3 1.3
H -1.617 -1.114 0.946 -0.9 -1.0 -1.0
C 0.183 -0.042 -0.626 1.1 2.8 0.7
Cl -2.311 1.074 -2.201 0.8 -0.4 0.7
H -1.237 -0.567 2.480 0.3 0.3 0.2
```
Forces are in eV/Å.

## Properties
E_HOMO (spin up / spin down) ... -0.364 / -0.319 Ha
Net charge ... 0
E_tot ... -25269.4103 eV
Maximum force ... 0.1038 Eh/bohr